Molecular formula: C17H27Br3IN4NbO4
Method: DFT, ωB97M-V/def2-TZVPD

Positions of all 57 atoms, in Å:
C 1.842 2.871 3.131
C 1.938 1.690 2.079
C 0.504 1.443 1.486
C 0.192 2.293 0.231
Nb -0.135 -0.732 1.427
Br -1.008 -3.275 1.442
C 0.087 -0.764 3.719
C -0.532 -1.976 4.448
C -0.330 -1.788 5.994
I -1.589 -0.252 6.844
O -2.092 -0.049 1.664
N -2.923 -0.956 1.047
O -3.748 -0.331 0.452
C -0.533 -0.776 -0.811
O -1.340 0.002 -1.381
O 0.088 -1.665 -1.469
C 1.998 -1.552 1.279
Br 2.451 -3.019 2.542
C 3.019 -1.219 0.477
C 4.400 -1.865 0.548
Br 2.746 0.131 -0.842
H 2.848 3.305 3.229
H 1.114 3.590 2.719
H 1.436 2.482 4.075
H 2.304 0.827 2.654
H 2.657 2.034 1.325
H -0.161 1.849 2.280
H 0.415 1.844 -0.741
H 0.710 3.276 0.337
H -0.885 2.538 0.240
H -0.327 0.195 4.087
H 1.176 -0.737 3.916
H -0.047 -2.929 4.209
H -1.613 -1.961 4.246
H 0.713 -1.510 6.204
H -0.506 -2.758 6.494
H 4.365 -2.939 0.319
H 4.822 -1.767 1.563
H 5.115 -1.353 -0.119
C -4.578 -1.933 -3.910
C -3.506 -1.141 -3.282
N -2.667 -0.526 -2.781
H -5.364 -2.142 -3.185
H -5.005 -1.379 -4.746
H -4.176 -2.876 -4.279
C -1.999 -1.593 -7.323
C -3.250 -2.122 -7.884
N -4.222 -2.535 -8.330
H -1.188 -1.743 -8.034
H -2.104 -0.529 -7.121
H -1.762 -2.108 -6.393
C 1.388 4.418 -2.654
C 2.535 4.384 -1.744
N 3.430 4.353 -1.028
H 1.669 4.911 -3.585
H 1.059 3.402 -2.871
H 0.568 4.965 -2.193

Output
molar mass = 810.95 u
total charge = -2
strongest force on any atom = 5.39 eV/Å
E = -9260.42656 hartree